[1]
A structure of composition CuI, computed with ωB97M-V with the def2-TZVPD basis set.

Geometry as XYZ:
```
2
Properties=species:S:1:pos:R:3:forces:R:3
Cu 0.4313 -1.3230 -0.3182 -0.30 0.93 0.22
I -0.4313 1.3230 0.3182 0.30 -0.93 -0.22
```
Positions in Å, forces in eV/Å.

Output
Gap between HOMO and LUMO (alpha / beta) in eV: 9.06 / 6.72
LUMO energy (alpha / beta) in eV: -6.61 / -8.59
Energy above the lowest of the compared OMol25 structures with the same formula, charge and spin in eV: 0.262
Charge: +1
2S+1: 2

The computed Mulliken charges, all in e, follow:
1 Cu 0.7052
2 I 0.2948

[2]
A structure of composition CuN7O21, computed with ωB97M-V with the def2-TZVPD basis set.

Geometry as XYZ:
```
29
Properties=species:S:1:pos:R:3:forces:R:3
Cu 6.0321 12.6614 14.3210 0.04 0.94 0.45
N 2.9230 14.0918 14.3149 2.36 -0.80 -0.83
O 2.4105 14.3985 13.2336 -1.95 0.92 0.50
O 2.6096 14.4652 15.4424 -1.20 0.62 -0.03
O 3.9050 13.3192 14.1849 1.18 -1.52 0.33
N 6.1092 14.7146 11.8437 -4.26 3.05 -0.72
O 5.0821 15.3919 11.8072 -2.87 0.80 0.60
O 6.0393 13.5930 12.2584 1.32 -4.32 2.07
O 7.0295 15.2433 11.3243 5.99 0.50 -1.69
N 8.4993 11.0723 11.8684 1.23 1.47 1.42
O 8.1447 11.1604 10.7003 -0.97 -0.50 -2.43
O 7.7582 11.1847 12.8109 -3.37 -0.33 1.19
O 9.6827 11.0075 12.1727 3.19 -1.06 -1.09
N 9.4508 12.7570 15.3624 2.51 1.67 -0.50
O 8.2857 12.5798 15.1615 -4.17 -0.60 -0.03
O 10.3073 12.1305 14.7703 1.49 -2.29 -1.07
O 9.8596 13.6760 16.0797 -0.17 1.54 1.86
N 5.3605 9.3477 14.4799 1.59 -1.30 2.37
O 6.2314 8.8317 15.1917 0.26 -1.64 0.23
O 5.4846 10.5029 14.2331 -0.37 5.02 -1.67
O 4.3719 8.7368 14.0998 -1.80 -1.69 -0.92
N 5.9780 15.8292 15.8636 0.52 -1.28 -0.77
O 6.1294 15.5550 17.0170 0.09 -0.19 2.77
O 5.6223 16.9269 15.4962 -1.07 3.45 -0.68
O 6.2290 14.9965 14.9839 0.34 -1.92 -1.86
N 6.3417 12.3669 17.7710 6.27 -1.48 4.68
O 6.7996 13.3222 18.4397 -1.75 1.48 -0.31
O 6.9079 11.2776 18.1336 -1.08 -1.44 -0.39
O 5.6072 12.3906 16.8588 -3.34 0.91 -3.49
```
Positions in Å, forces in eV/Å.

Output
Gap between HOMO and LUMO (alpha / beta) in eV: 5.87 / 4.96
LUMO energy (alpha / beta) in eV: 11.63 / 10.73
Energy above the lowest of the compared OMol25 structures with the same formula, charge and spin in eV: 2.752
Charge: -5
2S+1: 2

These are the Mulliken partial charges, in e, on atoms 1 to 8:
1 Cu 1.6648
2 N 0.8299
3 O -0.6578
4 O -0.6909
5 O -0.3874
6 N 0.9756
7 O -0.6691
8 O -0.4306

[3]
A structure of composition ErFNO2S2, computed with ωB97M-V with the def2-TZVPD basis set.

Geometry as XYZ:
```
7
Properties=species:S:1:pos:R:3:forces:R:3
Er 1.4066 -1.3265 -1.1775 -4.52 3.01 -0.21
N 0.3134 1.3195 0.8433 -0.13 -0.52 -0.81
S 1.9027 0.9359 0.2460 -0.52 -0.89 -0.52
S -0.7874 0.2843 0.7061 -0.46 -0.22 1.62
O -2.0998 0.4798 1.2845 1.93 -0.44 -1.15
O -0.3016 -1.1141 0.4465 0.17 0.41 -0.86
F -0.4340 -0.5790 -2.3488 3.55 -1.36 1.93
```
Positions in Å, forces in eV/Å.

Output
Gap between HOMO and LUMO (alpha / beta) in eV: 6.71 / 6.82
LUMO energy (alpha / beta) in eV: -6.91 / -6.81
Energy above the lowest of the compared OMol25 structures with the same formula, charge and spin in eV: 0.511
Charge: +1
2S+1: 4

The computed Mulliken charges, all in e, follow:
1 Er 1.5523
2 N -0.1400
3 S -0.1706
4 S 1.0929
5 O -0.3581
6 O -0.3660
7 F -0.6105

[4]
A structure of composition F14H2N7Na3O29S14, computed with ωB97M-V with the def2-TZVPD basis set.

Geometry as XYZ:
```
69
Properties=species:S:1:pos:R:3:forces:R:3
Na 11.3268 5.9621 -5.6442 -1.11 -0.53 0.24
Na 6.2216 2.9943 -2.2600 0.06 1.05 0.51
Na 6.0870 0.7233 -4.4454 0.45 0.00 -0.70
N 8.0401 7.8500 -1.9116 5.30 0.41 0.73
S 9.5151 7.2313 -2.3178 5.40 1.09 1.07
O 9.7606 6.9134 -3.7341 -0.64 0.21 2.17
O 10.2513 6.4756 -1.2956 -2.04 0.80 -1.84
F 10.3179 8.6282 -2.1958 -0.29 0.34 -0.08
S 7.3006 6.7707 -2.6394 -8.93 -5.49 -3.53
O 7.4425 5.3439 -2.1736 0.47 3.34 -1.05
O 6.9824 7.0023 -4.0392 1.53 -0.54 1.56
F 5.8980 7.1956 -2.0211 -0.46 -0.23 0.71
N 9.0678 -3.5421 -4.9785 -1.08 -3.82 3.07
S 9.0736 -3.9092 -3.3419 -0.03 -5.46 2.63
O 7.9799 -3.4261 -2.5099 1.92 0.37 -1.25
O 10.3857 -4.2182 -2.7222 -2.82 0.99 -1.55
F 8.4965 -5.3936 -3.6470 0.33 -0.24 0.04
S 9.2835 -2.1042 -4.6816 2.55 9.57 -3.73
O 10.5637 -1.7842 -4.0955 -1.14 -0.23 1.50
O 8.1448 -1.2282 -4.4326 0.89 -1.40 -0.10
F 9.7228 -1.7193 -6.1809 -0.91 0.11 -0.75
N 2.8823 4.6233 -6.0832 2.72 -4.16 -2.33
S 4.1678 3.6614 -6.6094 -0.51 -3.53 0.24
O 4.6370 2.6099 -5.6517 -0.62 2.49 -1.73
O 5.0703 4.3666 -7.4722 -0.55 -0.72 0.70
F 3.3162 2.7063 -7.5441 -0.35 0.30 -0.59
S 3.7522 5.5218 -5.2091 -0.19 6.76 5.64
O 4.1305 6.8072 -5.8028 0.17 -2.31 0.37
O 4.5366 5.0100 -4.0753 -0.63 0.13 -2.70
F 2.4296 5.9907 -4.3959 -0.35 0.51 0.51
N 7.3745 1.5723 2.2471 2.19 0.46 -4.10
S 6.8975 2.9003 2.8159 -5.37 5.11 6.56
O 5.6231 3.5183 2.2901 3.85 -1.59 1.01
O 7.8886 3.7952 3.4438 -1.63 -1.18 -1.52
F 6.3504 2.1664 4.1497 -0.50 -0.04 0.48
S 8.0413 2.3634 0.9381 3.50 -0.10 -3.98
O 9.1705 3.2651 1.1776 -1.90 -1.86 0.03
O 7.0842 2.8708 -0.0387 0.70 -1.30 0.93
F 8.7596 1.1074 0.2410 -0.91 0.44 0.61
N 7.7277 2.6232 -4.0241 2.46 -2.00 2.64
S 8.1830 3.3586 -5.2605 -2.65 5.58 -9.14
O 8.1462 2.6164 -6.5049 0.84 -0.28 1.54
O 9.2423 4.3570 -5.1361 -0.98 -1.58 0.65
F 6.8320 4.1806 -5.5028 1.19 0.33 1.12
S 9.2909 2.1130 -3.7066 1.72 -4.75 4.58
O 10.1168 2.9638 -2.8909 -0.94 -0.09 -0.66
O 9.9333 1.2744 -4.6830 -0.80 1.51 0.12
F 8.7840 0.9548 -2.6353 0.22 1.53 -0.77
N 4.8099 1.1036 -2.5515 1.17 -4.17 1.90
S 3.3013 1.2480 -2.3729 -7.59 5.13 -2.90
O 2.6794 1.2415 -1.0765 1.04 -0.96 -0.28
O 2.4364 0.7680 -3.4740 2.27 0.38 1.99
F 3.4115 2.8603 -2.6341 -0.39 -0.78 -0.11
S 4.9168 -0.4018 -1.7279 2.76 -2.05 1.35
O 4.2655 -1.5630 -2.3364 1.04 2.41 0.29
O 4.8704 -0.3395 -0.2788 0.37 0.30 -2.37
F 6.4841 -0.4464 -2.1629 -1.15 -0.64 0.52
N 9.0095 5.6853 -10.0700 -0.40 5.53 -1.39
S 9.9952 4.9295 -9.2427 1.11 -6.22 6.49
O 10.0553 5.1931 -7.7702 0.13 0.42 -2.83
O 11.2511 4.6723 -9.8331 1.20 -0.54 -0.80
F 9.1857 3.5200 -9.2437 0.81 1.14 -0.42
S 9.7216 7.2164 -9.7749 -0.26 4.39 -1.19
O 11.1523 7.4763 -10.0482 -2.34 -1.61 0.76
O 9.1127 7.9477 -8.6953 0.66 -1.44 0.03
F 9.1081 8.1203 -10.9752 -0.30 -1.30 -0.58
O 12.3442 4.9847 -3.6456 0.52 0.33 -0.62
H 11.7276 4.3876 -3.2218 -0.81 -0.44 0.19
H 13.0122 5.1515 -2.9807 0.01 0.13 0.12
```
Positions in Å, forces in eV/Å.

Output
Gap between HOMO and LUMO in eV: 6.98
LUMO energy in eV: 5.29
Energy above the lowest of the compared OMol25 structures with the same formula, charge and spin in eV: 0.000
Charge: -4

These are the Mulliken partial charges, in e, on atoms 1 to 8:
1 Na 0.8348
2 Na 1.3258
3 Na 1.0147
4 N -0.5701
5 S 1.0413
6 O -0.3852
7 O -0.6185
8 F -0.3452